Entry 1:
21
Properties=species:S:1:pos:R:3:forces:R:3 method="wB97M-V/def2-TZVPD" homo_energy_ha=-0.325 relative_energy_ev=2.504 gap_ev=9.2 lumo_energy_ev=0.3957
S 1.79629 -1.49325 -0.29813 0.51 0.80 0.81
O -2.65609 -1.81839 0.24231 -3.51 1.21 -2.18
N 1.97600 0.89966 0.52471 1.77 2.15 1.65
N -1.46727 -0.33602 1.30889 -0.05 1.58 1.58
C -1.57968 -1.48845 0.87497 0.89 -0.72 1.01
C 3.16819 0.32630 0.92262 -0.79 -2.30 -1.08
C 1.17358 0.13894 -0.06548 -0.40 -2.63 -2.04
C -0.60051 -0.06698 -1.76961 0.47 1.03 -1.20
C 3.24530 -1.00696 0.57152 -1.15 -0.44 -0.52
C -0.06967 0.55341 -0.73145 1.16 -0.36 0.71
C -0.52792 1.81732 -0.21958 0.98 4.82 -5.21
H -1.16259 2.28777 -1.07133 0.41 -0.70 1.71
H -0.95171 1.96460 0.66836 -2.07 -0.28 3.55
H 3.95626 0.86959 1.38668 0.15 0.48 0.38
H 0.30877 2.63172 -0.16628 -0.82 -1.81 -0.30
H 3.86945 -1.89169 0.71481 0.53 1.00 0.30
H -3.20756 -0.95378 0.13270 1.22 -2.00 0.38
H -1.38471 0.40109 -2.32830 -0.78 0.24 0.24
H -0.97164 -2.38214 0.90430 0.84 0.06 0.45
H -0.02681 -0.65999 -2.43397 0.50 -1.45 0.13
H -0.70738 -0.03918 1.91561 0.14 -0.67 -0.40

Entry 2:
20
Properties=species:S:1:pos:R:3:forces:R:3 method="wB97M-V/def2-TZVPD" spin_multiplicity=3 homo_energy_ha="-0.397 / -0.519" relative_energy_ev=1.478 gap_ev="7.4 / 6.8" total_charge=+1 lumo_energy_ev="-3.4238 / -7.2753"
N 0.83767 -1.49657 -1.63910 0.40 -1.55 -6.28
N 0.78792 -1.32802 -0.42420 -0.85 3.05 7.38
N -0.50040 0.57553 -2.23639 -3.98 3.03 3.42
C 0.33245 0.45942 1.40982 3.87 -3.17 -0.49
C -1.24108 2.15984 1.04161 -1.52 0.81 -2.16
C -1.36914 1.82578 -0.30130 0.19 -0.38 -0.83
C -0.61385 0.73295 -0.87679 1.67 0.82 0.20
C 0.24878 0.05466 0.06957 -0.02 -3.20 -0.57
C -0.37617 1.51577 1.91051 -0.77 1.49 0.01
C 1.13487 -2.37479 0.56765 3.51 2.21 -1.39
H -0.05271 -0.25724 -2.48643 1.30 -2.09 -1.08
H 1.21159 -0.11732 1.96088 -2.34 1.56 -0.62
H 1.05548 -1.92320 1.50566 -1.25 -0.19 1.64
H 1.15094 -2.43631 -1.94497 -0.10 0.72 0.68
H 0.64750 -3.26665 0.30787 -0.77 -1.18 0.19
H -0.35267 2.03451 2.87227 0.65 -1.03 0.09
H 2.28021 -2.47121 0.57541 -1.43 -0.44 -0.62
H -1.82566 3.01624 1.35678 0.12 -0.09 0.25
H -1.40935 0.92103 -2.59012 1.14 -0.33 -1.02
H -1.94636 2.37558 -1.07872 0.18 -0.03 1.19

Entry 3:
23
Properties=species:S:1:pos:R:3:forces:R:3 method="wB97M-V/def2-TZVPD" homo_energy_ha=-0.511 relative_energy_ev=9.226 gap_ev=8.2 total_charge=+1 lumo_energy_ev=-5.7669
O -3.70607 -0.81002 0.90053 3.07 1.20 -3.25
O 3.33733 0.64211 0.36099 0.24 0.40 -0.97
O -3.82078 0.78359 -1.01146 4.38 -6.35 5.13
N 1.82938 2.37696 0.55760 -5.06 -0.30 -0.66
N 2.03413 1.06780 0.24697 -3.66 -1.76 -1.53
N 1.18575 -2.35051 0.81652 1.28 1.71 0.55
C -0.53364 0.40664 -0.34224 2.11 3.35 1.58
C 0.43254 2.88978 0.49823 -0.54 -3.13 -1.01
C 1.55189 -1.59225 -0.47714 -0.15 0.39 1.37
C -3.15915 -0.15963 -0.31123 -3.31 3.27 -2.15
C -0.90352 1.99426 0.03590 4.90 -2.77 0.18
C -1.68307 -0.65207 -0.83955 0.35 0.72 -0.67
C 1.07618 -0.01752 -0.17731 -2.14 2.56 -0.53
H -2.97283 -1.41376 1.24882 -1.44 1.05 -0.66
H 0.20402 4.02090 0.78587 1.12 -2.74 -0.64
H -1.42270 -1.76426 -0.58498 -0.46 2.21 -0.16
H 2.71050 -1.70473 -0.60003 -2.42 0.57 -0.28
H 3.80590 0.74598 -0.52958 -1.01 0.13 1.35
H 0.92708 -2.10240 -1.32817 1.37 1.61 1.35
H 2.09878 -2.56667 1.31639 -1.56 0.25 -0.79
H -1.99760 2.43026 0.00173 2.44 -0.99 -0.01
H 0.71949 -1.65389 1.46196 0.57 -1.25 -0.83
H -1.71360 -0.57058 -2.02983 -0.06 -0.09 2.63

Entry 4:
24
Properties=species:S:1:pos:R:3:forces:R:3 method="wB97M-V/def2-TZVPD" spin_multiplicity=3 homo_energy_ha="-0.283 / -0.329" gap_ev="7.8 / 5.9" lumo_energy_ev="0.0793 / -3.0047"
P -0.84114 0.72592 -1.03731 0.49 -0.24 1.07
O -2.26936 1.13886 -1.07836 0.22 0.15 -0.30
O -2.15393 -2.46677 0.39754 0.61 1.67 -0.11
O 2.10051 0.59098 0.94490 -1.23 0.58 -0.50
N 0.25602 -1.54346 -0.16693 -0.73 -2.34 -0.54
N 1.27848 1.72269 0.67389 0.63 -0.78 0.92
N -0.70116 -0.67672 -0.05702 -1.61 -0.14 0.48
C 1.50678 -1.33879 -0.44811 2.56 0.54 -1.87
C 2.37265 -0.38179 -0.01153 -2.49 0.77 0.65
C -1.89069 -1.28939 0.51568 0.03 -0.93 0.97
C 0.16970 1.81702 0.06560 1.31 0.94 -0.57
C -0.15193 3.28010 -0.19323 -1.82 -1.78 -0.37
C -2.67638 -0.34863 1.35899 -2.65 -1.08 1.34
C 2.19432 -2.51943 -1.17707 -0.67 -0.63 3.56
H 1.42917 -3.31969 -0.99430 1.14 0.19 -0.38
H 3.36488 -0.64533 0.06503 2.18 -0.16 -0.30
H -1.18980 3.27733 -0.58647 0.85 0.79 -0.15
H -2.29415 0.54490 1.83753 1.01 -0.26 0.01
H -3.31269 -0.95606 2.13605 1.33 1.09 -1.57
H 3.10024 -2.65458 -0.51681 -0.71 -0.62 -1.14
H -0.03868 3.90633 0.63597 -0.13 0.62 1.61
H 2.46903 -2.48276 -2.19889 -0.01 0.61 -0.95
H -3.37109 0.07592 0.65124 -0.75 0.11 -0.19
H 0.64922 3.54337 -0.81641 0.42 0.89 -1.67

Entry 5:
21
Properties=species:S:1:pos:R:3:forces:R:3 method="wB97M-V/def2-TZVPD" homo_energy_ha="-0.438 / -0.438" relative_energy_ev=4.962 gap_ev="6.3 / 6.3" total_charge=+1 lumo_energy_ev="-5.6064 / -5.6073"
S -3.39257 -0.40745 0.43201 1.03 0.25 -0.48
N 0.70371 0.67957 0.27342 0.84 0.56 0.58
N -1.42345 1.63205 0.15102 -1.85 -0.52 0.91
N 0.57275 -0.56659 0.53149 1.64 -2.92 1.15
C -1.78253 -0.83156 -0.47121 -1.89 0.66 0.54
C 0.60319 3.02561 -0.00633 -1.91 1.65 -0.92
C -0.03592 1.69539 0.25170 -0.24 2.08 -1.74
C 1.81847 -1.27930 0.60096 -1.78 0.47 -0.60
C -1.92304 0.42783 0.09391 -1.70 -0.06 -0.45
C 1.89992 -2.57014 0.37957 0.97 -1.03 0.05
C -1.40024 -1.78701 -1.26740 1.69 -0.21 -0.61
H -2.11945 2.42174 0.25235 1.48 -0.90 0.30
H -1.94935 -2.69508 -1.24720 -0.52 -0.62 -0.44
H 1.16206 -3.36025 0.31860 -0.66 0.63 -0.20
H 2.87593 -2.99440 0.24326 0.51 0.00 0.43
H 0.91448 3.47946 0.88979 0.15 0.60 1.48
H -0.16673 -1.23493 0.73872 -0.63 1.27 -0.19
H -0.45933 -1.74647 -1.85647 -0.70 0.06 0.61
H 1.50406 2.80913 -0.48398 1.38 -0.11 -1.21
H 0.01815 3.87354 -0.58072 0.86 -2.14 0.91
H 2.57990 -0.57111 0.75651 1.35 0.27 -0.13

Entry 6:
21
Properties=species:S:1:pos:R:3:forces:R:3 method="wB97M-V/def2-TZVPD" homo_energy_ha=-0.343 relative_energy_ev=8.592 gap_ev=9.1 lumo_energy_ev=-0.2811
N 1.06080 -1.82935 -0.06707 -0.58 -0.18 0.42
N 1.66396 0.95207 -0.14818 -2.04 -4.43 0.10
N 3.82008 0.33881 0.35118 2.99 3.59 -0.78
N 2.29518 -1.40042 0.12582 -2.14 -1.26 -0.84
C 0.46608 0.31181 -0.21810 -3.62 10.02 -1.03
C -1.28024 -1.35908 -0.33654 3.21 -7.12 2.44
C -2.17904 -0.65565 0.40690 -7.60 1.22 7.91
C 2.45104 -0.10884 0.03462 6.36 4.43 0.58
C -2.01693 0.85457 0.57132 -1.81 1.99 -7.96
C -0.80789 1.27613 -0.41801 1.95 2.67 1.06
C 0.02987 -0.90930 -0.20509 6.35 -4.32 0.53
H 3.98675 1.46546 0.43504 -1.97 -3.42 0.04
H -1.06489 -2.59961 -0.01747 -1.39 3.35 -0.84
H 4.74839 0.27767 -0.23510 -2.92 -1.61 0.88
H -0.59995 2.54402 -0.73740 0.02 -3.13 2.62
H -1.50146 1.29866 1.27849 0.82 1.31 5.32
H -3.44499 -0.92049 0.05076 4.02 0.71 1.39
H -1.12298 1.28002 -1.36514 -1.36 -1.76 -4.15
H -1.57176 -1.39106 -1.25310 -1.50 -0.33 -6.22
H -2.94040 1.59723 0.10232 2.38 -2.39 1.92
H -1.99163 -1.02266 1.64473 -1.18 0.66 -3.40

Entry 7:
25
Properties=species:S:1:pos:R:3:forces:R:3 method="wB97M-V/def2-TZVPD" homo_energy_ha=-0.307 relative_energy_ev=2.717 gap_ev=7.4 lumo_energy_ev=-0.9012
O 3.56482 -1.69203 0.65914 0.16 -0.82 0.28
O 2.50330 2.20796 -0.55939 -1.19 -1.06 -0.11
O 4.27920 0.06090 -0.36508 0.96 0.27 -0.31
O -2.10659 -0.83474 0.04757 -1.12 -0.71 -0.35
N 3.39738 -0.60182 0.12750 0.04 0.27 0.08
N 0.42113 1.51980 -0.22756 -2.06 -0.47 -0.13
N 0.14882 -1.31210 -0.80992 0.99 2.58 -3.15
N -0.42840 0.97598 0.77548 3.51 -1.15 -0.09
C -1.77733 1.26461 0.75361 -1.30 4.80 -4.03
C 1.78515 1.22194 -0.28762 3.66 0.59 0.51
C -1.19505 -1.68393 -0.73544 -2.07 -1.36 -0.17
C -2.45747 0.45445 -0.38661 2.10 -0.36 0.92
C 0.94806 -0.92754 0.39595 -0.15 -1.75 0.93
C -0.11089 -0.19694 1.23855 1.34 -0.72 -1.06
C 2.12272 -0.07064 0.10161 -2.22 -0.03 -0.28
H -1.97538 0.68208 -1.32708 0.11 0.22 -0.40
H 0.31147 -0.58535 -1.66164 -0.33 -2.21 2.85
H -1.42007 -2.66196 -0.17142 0.84 1.18 -1.05
H -1.64923 -1.70153 -1.77044 0.77 -0.36 1.00
H -3.50894 0.69756 -0.45426 -0.38 -0.44 0.23
H -2.12902 0.90965 1.63845 -1.68 -0.16 2.62
H 1.35037 -1.88559 0.83646 -0.71 1.12 -0.01
H -1.87183 2.38389 0.45420 -0.31 -1.61 1.36
H -0.75974 -0.72857 1.93527 0.25 0.59 -0.01
H 0.55750 2.50392 -0.20733 -1.21 1.59 0.38

Entry 8:
24
Properties=species:S:1:pos:R:3:forces:R:3 method="wB97M-V/def2-TZVPD" homo_energy_ha=-0.505 relative_energy_ev=1.692 gap_ev=9.1 total_charge=+1 lumo_energy_ev=-4.6195
S 1.86664 2.00496 0.50299 -0.77 -0.08 -0.12
P -1.62944 -0.53102 0.20872 1.51 1.73 -3.28
O -2.78747 0.06415 0.82385 -1.17 0.10 1.00
N -0.36582 0.83805 0.19771 -2.01 -1.95 1.31
N -0.88855 -1.77680 1.02933 4.66 0.82 -0.13
N 1.32377 -3.12675 0.48301 1.37 1.02 -1.42
N 4.03038 -0.73590 -0.18478 -0.32 0.16 -0.36
C 0.89736 0.59153 0.28961 -0.24 1.23 -0.06
C 2.88162 -0.64690 -0.15187 0.05 -1.07 0.67
C -0.89364 2.23482 0.33867 -0.56 -2.25 1.29
C -1.73638 -0.68789 -1.63519 0.23 -0.55 1.45
C 1.46213 -0.70786 0.14320 1.76 0.44 0.14
C 0.89959 -1.87764 0.51648 -4.98 -0.33 0.47
C 0.34533 3.01135 0.16718 1.69 2.17 -0.67
H -0.73884 -1.21255 1.90712 -0.19 -1.29 -0.06
H 2.21219 -3.16647 -0.12402 -1.68 -0.84 1.44
H -2.68073 -0.20311 -1.88096 0.21 0.23 -0.17
H -1.85357 -1.73489 -1.85306 -0.01 -0.52 -0.40
H -1.47056 2.39097 1.35481 1.11 -0.46 -2.19
H 0.64355 -3.88734 0.55497 0.60 0.29 -0.06
H -1.52090 2.22430 -0.54439 -0.68 1.08 0.27
H 0.36341 3.83426 0.87539 0.18 0.29 -0.24
H 0.48444 3.38729 -0.87525 -0.22 -0.14 0.91
H -0.84449 -0.28654 -2.14352 -0.54 -0.10 0.24

Entry 9:
24
Properties=species:S:1:pos:R:3:forces:R:3 method="wB97M-V/def2-TZVPD" homo_energy_ha=-0.490 relative_energy_ev=1.754 gap_ev=8.5 total_charge=+1 lumo_energy_ev=-4.7918
S 1.28992 1.95737 1.62826 0.60 0.59 0.63
P -1.10731 -0.14141 -1.08053 0.01 -0.24 0.05
O -1.90485 0.94641 -1.61376 0.02 0.98 -0.28
N 0.47223 0.55373 -0.37217 -0.71 -1.22 1.32
N 0.41869 -3.12746 1.44307 0.09 -0.88 -0.19
N -1.85290 -0.84882 0.19445 2.68 -0.08 -1.18
N -0.45173 0.03348 4.05788 -0.52 0.54 1.82
C 0.47464 -1.96502 1.59279 0.84 0.30 -0.77
C -0.45591 -1.22667 -2.35985 -2.71 -1.33 0.51
C 0.71590 0.54005 0.95675 -0.94 -2.36 -1.73
C 0.94288 2.80454 0.08850 -3.48 1.53 -1.29
C 1.13184 1.70169 -0.95166 0.42 1.52 -1.22
C 0.02431 -0.26924 3.07293 -0.12 -0.55 -0.39
C 0.40967 -0.63255 1.76875 0.82 1.03 0.57
H 2.22683 1.54240 -0.90614 -0.36 -0.42 -0.72
H 0.76710 1.94927 -2.01403 0.49 -0.35 1.79
H -1.60347 -1.74631 0.49447 0.29 -1.36 0.34
H -1.20355 -1.24754 -3.20746 0.93 0.21 0.93
H -2.76892 -0.65524 0.38382 -2.80 1.07 0.33
H 0.98287 -3.99100 1.49594 -0.40 0.94 0.11
H -0.21135 -2.25812 -2.08687 -0.12 0.21 0.23
H 0.41718 -0.73760 -2.57721 2.28 1.07 -1.31
H -0.24456 3.09951 0.12913 2.92 -0.47 -0.07
H 1.53046 3.71853 -0.13706 -0.21 -0.73 0.53

Entry 10:
23
Properties=species:S:1:pos:R:3:forces:R:3 method="wB97M-V/def2-TZVPD" homo_energy_ha="-0.449 / -0.417" relative_energy_ev=7.434 gap_ev="8.2 / 7.3" total_charge=+1 lumo_energy_ev="-3.9942 / -4.0883"
O -1.14259 3.11423 -2.67510 -0.42 -1.61 -0.45
N 1.73090 -0.62577 -1.88060 -0.17 2.44 -2.26
N -1.14022 -0.66382 1.61904 -1.81 -1.94 -0.66
N 0.30018 1.24078 -2.11580 0.78 -1.24 -1.52
N -2.50223 1.01887 1.64965 -1.09 0.23 -1.15
N 0.35602 -0.11764 -0.09811 0.67 -0.06 -1.52
C -0.73276 3.59049 -1.36698 -0.41 -0.44 0.59
C -0.60932 2.20716 -1.82655 -1.84 1.69 1.65
C 0.68453 0.19196 -1.35658 3.25 -1.36 -0.48
C -2.33951 -0.22661 2.06416 0.45 2.16 1.83
C -1.58138 1.26121 0.72615 -0.40 -0.37 0.11
C -0.73461 -2.02811 1.82964 -1.73 0.92 1.26
C -0.80144 0.14783 0.60332 0.64 1.86 0.05
H 2.33848 -0.29845 -2.71637 -1.82 -0.39 2.04
H -1.49103 3.87207 -0.60563 0.45 -0.35 -0.86
H 0.94807 -0.84897 0.27832 -0.12 0.27 0.04
H 2.26407 -1.30076 -1.36200 -0.50 -0.08 0.61
H 0.03690 4.26749 -1.58435 1.28 0.97 0.54
H -0.46000 -1.99669 2.85338 1.05 -0.91 0.83
H -1.61050 -2.64804 1.74918 -0.09 -0.53 -0.32
H -0.01072 -2.27263 1.13511 1.60 -1.03 -0.96
H 0.55090 1.18083 -3.13174 -0.14 -0.09 1.16
H -2.89940 -0.64135 2.90865 0.38 -0.14 -0.53